149
Properties=species:S:1:pos:R:3 method="wB97M-V/def2-TZVPD" orbital_gap_ev=6.03 e_lumo_ev=-4.54 total_charge=+1
C -5.257 -0.515 0.981
C -3.730 -0.727 0.883
C -3.300 -0.863 -0.566
O -1.898 -1.050 -0.707
C -1.180 0.159 -0.769
C 0.275 -0.015 -1.201
P 0.203 -0.327 -3.035
O -1.002 -1.033 -3.541
C 0.828 1.450 -1.067
C 2.324 1.680 -0.991
Si 3.282 1.892 -2.658
C 3.708 0.338 -3.632
C 2.187 2.981 -3.740
C 4.868 2.878 -2.497
N 2.984 0.778 0.064
I 2.190 1.386 2.003
C 4.407 1.119 0.217
Cl 4.693 2.738 0.773
C 5.515 0.386 0.035
C 6.898 0.910 0.279
Cl 5.509 -1.265 -0.486
C 2.624 -0.640 -0.195
C 1.147 -1.066 -0.420
N 1.355 -2.330 -1.114
C 0.242 -3.235 -1.341
C 0.619 -4.714 -1.134
B 0.540 -1.512 1.039
O -0.284 -0.687 1.801
N 0.945 -2.802 1.596
C -0.270 -3.495 2.102
C 1.887 -2.590 2.720
H -5.731 -1.398 1.397
H -5.492 0.346 1.597
H -5.669 -0.363 -0.015
H -3.460 -1.655 1.390
H -3.185 0.089 1.362
H -3.632 -0.006 -1.157
H -3.764 -1.755 -0.987
H -1.239 0.675 0.189
H -1.654 0.842 -1.489
H 0.277 0.941 -3.634
H 1.363 -1.004 -3.432
H 0.468 2.008 -1.927
H 0.319 1.917 -0.230
H 2.385 2.682 -0.566
H 3.440 -0.633 -3.221
H 3.241 0.395 -4.615
H 4.782 0.320 -3.816
H 1.475 3.548 -3.141
H 1.678 2.413 -4.514
H 2.812 3.727 -4.230
H 5.690 2.291 -2.094
H 5.140 3.254 -3.479
H 4.704 3.748 -1.863
H 7.609 0.095 0.196
H 7.162 1.666 -0.457
H 6.980 1.304 1.288
H 3.157 -0.923 -1.100
H 3.050 -1.264 0.584
H 1.942 -2.266 -1.932
H -0.074 -3.161 -2.385
H -0.644 -3.045 -0.749
H 1.692 -4.882 -1.138
H 0.081 -5.347 -1.834
H 0.284 -5.009 -0.139
H -1.206 -0.895 1.606
H -1.102 -3.316 1.419
H -0.088 -4.565 2.138
H -0.560 -3.124 3.086
H 1.879 -1.565 3.103
H 2.909 -2.788 2.389
H 1.674 -3.273 3.536
C 0.339 5.885 1.589
N 0.215 4.629 0.818
O 0.677 4.582 -0.308
O -0.345 3.692 1.358
H 0.858 6.615 0.981
H -0.673 6.209 1.837
H 0.896 5.655 2.483
C -2.763 -3.428 -3.696
N -2.428 -4.843 -3.375
O -1.417 -5.304 -3.853
O -3.186 -5.437 -2.633
H -1.995 -3.029 -4.345
H -3.739 -3.429 -4.175
H -2.790 -2.880 -2.759
C -1.484 3.714 4.831
N -1.021 5.080 5.208
O -0.324 5.190 6.195
O -1.355 6.000 4.490
H -1.099 3.013 5.556
H -2.569 3.728 4.832
H -1.102 3.514 3.832
C -3.403 -7.955 -4.521
N -4.211 -9.200 -4.638
O -5.052 -9.252 -5.510
O -3.971 -10.081 -3.840
H -3.728 -7.264 -5.290
H -3.572 -7.549 -3.531
H -2.361 -8.226 -4.653
C -4.724 6.729 0.589
N -3.538 6.204 1.320
O -2.587 6.947 1.465
O -3.597 5.064 1.724
H -4.519 7.751 0.295
H -4.879 6.091 -0.275
H -5.570 6.673 1.266
C -3.235 -0.582 5.238
N -2.779 0.713 5.808
O -1.587 0.863 5.998
O -3.629 1.540 6.055
H -2.366 -1.210 5.080
H -3.916 -1.033 5.953
H -3.742 -0.366 4.303
C -0.149 -1.271 -7.676
N 0.740 -1.321 -6.486
O 1.224 -2.383 -6.173
O 0.918 -0.277 -5.888
H -0.213 -2.268 -8.094
H -1.118 -0.918 -7.336
H 0.290 -0.572 -8.381
C 8.446 4.045 -5.511
N 6.985 4.332 -5.531
O 6.223 3.397 -5.682
O 6.651 5.486 -5.393
H 8.587 2.980 -5.646
H 8.897 4.610 -6.321
H 8.828 4.380 -4.552
C -3.669 -1.824 9.819
N -4.400 -1.909 8.525
O -3.853 -2.474 7.594
O -5.498 -1.406 8.477
H -2.711 -2.315 9.702
H -3.551 -0.771 10.054
H -4.280 -2.319 10.567
C 3.879 6.527 5.086
N 3.251 6.403 3.743
O 3.796 5.701 2.912
O 2.217 7.008 3.565
H 4.784 5.932 5.097
H 4.093 7.579 5.246
H 3.156 6.168 5.814
C -4.515 -7.182 0.103
N -4.736 -6.254 1.246
O -5.792 -6.313 1.834
O -3.830 -5.487 1.509
H -5.395 -7.801 -0.020
H -4.338 -6.566 -0.773
H -3.642 -7.785 0.334

19
Properties=species:S:1:pos:R:3 method="wB97M-V/def2-TZVPD" orbital_gap_ev=9.92 de_lowest_kcal_mol=29.60 e_lumo_ev=1.06 smiles=C[C@H](O)CNCN
C 0.014 0.565 0.040
C 1.405 0.266 0.576
C 2.453 0.812 -0.355
O 1.506 -1.170 0.690
N -1.006 -0.032 0.886
C -2.314 -0.117 0.251
N -2.305 -0.892 -1.018
H -0.015 0.113 -0.963
H -0.109 1.651 -0.009
H 1.525 0.623 1.605
H 2.657 0.094 -1.156
H 2.130 1.719 -0.855
H 3.382 1.048 0.158
H 2.407 -1.455 0.453
H -0.693 -0.978 1.092
H -2.643 0.895 0.052
H -2.958 -0.618 0.958
H -3.085 -0.648 -1.609
H -2.351 -1.876 -0.795

16
Properties=species:S:1:pos:R:3 method="wB97M-V/def2-TZVPD" orbital_gap_ev=10.24 de_lowest_kcal_mol=74.01 e_lumo_ev=1.07 smiles=CC#CCN1CC1
C 3.178 0.474 0.259
C 1.940 -0.219 -0.093
C 0.869 -0.697 -0.369
C -0.516 -1.075 -0.664
N -1.378 -0.663 0.442
C -2.655 -0.078 0.073
C -1.544 0.772 0.565
H 3.492 1.133 -0.557
H 3.995 -0.220 0.477
H 3.003 1.089 1.148
H -0.805 -0.585 -1.612
H -0.616 -2.154 -0.813
H -3.491 -0.328 0.721
H -2.898 -0.009 -0.987
H -1.034 1.397 -0.168
H -1.542 1.163 1.579

13
Properties=species:S:1:pos:R:3 method="wB97M-V/def2-TZVPD" orbital_gap_ev=9.66 de_lowest_kcal_mol=62.11 e_lumo_ev=0.64
C 2.087 -0.303 0.126
C 0.616 -0.105 -0.005
N -0.191 -0.765 -0.723
C -1.481 -0.100 -0.546
C -1.366 0.970 0.539
O -2.491 -1.046 -0.362
N -0.058 0.934 0.736
H 2.392 -1.133 -0.513
H 2.358 -0.531 1.163
H 2.632 0.598 -0.176
H -1.637 0.490 -1.474
H -3.294 -0.552 -0.148
H 0.430 1.545 1.382

38
Properties=species:S:1:pos:R:3 method="wB97M-V/def2-TZVPD" orbital_gap_ev=9.24 de_lowest_kcal_mol=87.98 e_lumo_ev=0.42 smiles="NC[C@@H]1OC(=O)CCC(=O)O[C@H](CN)c2ccc1cc2"
O 1.965 0.632 -0.669
O -0.414 3.349 -0.223
O 1.187 -1.520 -1.213
O -2.116 2.005 -1.140
C 1.202 -0.144 -1.277
C -0.818 2.542 -1.094
C -0.125 -0.381 1.602
C -1.358 -1.744 0.021
C -1.172 0.582 1.688
C -2.303 -0.667 -0.109
C -0.157 -1.534 0.692
C -2.127 0.510 0.666
N 1.601 -4.212 -1.089
N -4.457 2.978 -0.904
C 0.282 0.542 -2.303
C 0.027 2.126 -2.304
C 1.137 -2.094 0.153
C -2.662 1.834 0.220
C 1.061 -3.649 0.145
C -4.174 1.977 0.128
H 0.743 -0.219 2.292
H -1.730 -2.734 -0.354
H -1.186 1.454 2.305
H -3.185 -0.707 -0.738
H 1.068 -3.935 -1.924
H 2.592 -4.016 -1.335
H -4.028 3.904 -0.657
H -4.164 2.705 -1.868
H -0.684 0.034 -2.184
H 0.693 0.266 -3.238
H -0.498 2.420 -3.199
H 1.015 2.665 -2.301
H 1.976 -1.694 0.706
H -2.292 2.581 0.888
H 0.009 -3.810 0.353
H 1.531 -4.126 1.042
H -4.669 2.312 1.072
H -4.589 0.948 -0.039

28
Properties=species:S:1:pos:R:3 method="wB97M-V/def2-TZVPD" orbital_gap_ev=7.57 de_lowest_kcal_mol=62.12 e_lumo_ev=-4.65 total_charge=+1 smiles="NNC1(NN)CC=NC(C2CC2)=[NH+]1"
C 0.270 1.518 -1.323
C 1.308 0.089 0.240
C -1.016 1.460 -0.638
C 3.612 -0.720 0.002
C 3.701 0.589 0.764
C 2.509 -0.238 1.013
C -1.169 0.018 -0.119
N 1.364 0.986 -0.818
N 0.119 -0.556 0.274
N -2.790 -1.684 -0.870
N -3.151 0.663 1.269
N -1.667 -0.851 -1.253
N -1.934 -0.091 1.127
H 0.373 2.171 -2.134
H -1.065 2.103 0.252
H -1.804 1.548 -1.306
H 3.534 -0.727 -1.105
H 4.125 -1.535 0.437
H 4.439 0.700 1.539
H 3.464 1.467 0.146
H 2.319 -0.878 1.930
H -0.033 -1.381 0.868
H -2.525 -2.695 -0.969
H -3.413 -1.592 -1.668
H -4.017 0.254 1.312
H -3.195 1.450 1.945
H -1.076 -1.018 -2.002
H -2.285 -1.050 1.089

14
Properties=species:S:1:pos:R:3 method="wB97M-V/def2-TZVPD" multiplicity=2 orbital_gap_ev="8.91 / 4.84" de_lowest_kcal_mol=23.64 e_lumo_ev="-4.71 / -8.72" total_charge=+1
S -1.452 1.203 -3.097
S -1.586 1.261 -1.111
C -0.522 -0.146 -0.573
C -0.504 -0.187 0.978
N 0.744 -0.615 1.497
C 1.903 0.128 1.207
O 2.883 -0.374 0.747
H -1.905 -0.028 -3.437
H 0.423 0.199 -1.002
H -0.764 -1.133 -0.956
H -0.688 0.843 1.327
H -1.357 -0.734 1.356
H 0.996 -1.598 1.537
H 1.829 1.180 1.527

43
Properties=species:S:1:pos:R:3 method="wB97M-V/def2-TZVPD" orbital_gap_ev=8.20 e_lumo_ev=0.45
C -0.753 -3.743 2.769
C -1.927 -3.337 3.710
O -2.771 -2.292 3.215
Si -1.932 -0.848 2.841
Cl -0.353 -0.634 4.201
Br -3.401 0.815 3.284
O -1.484 -0.972 1.218
Si -0.728 0.392 0.484
C -0.317 -0.190 -1.308
C 0.269 0.935 -2.204
C 0.004 0.662 -3.740
C 1.319 0.543 -4.563
N 2.320 -0.393 -4.007
C -1.921 1.887 0.226
O -1.493 3.028 1.028
O -0.886 3.982 0.169
P 1.176 1.005 1.429
C 2.140 -0.587 1.620
C 2.102 2.265 0.401
H 0.192 -3.289 3.107
H -0.951 -3.558 1.706
H -0.621 -4.836 2.875
H -1.577 -3.156 4.741
H -2.577 -4.228 3.789
H -1.281 -0.529 -1.750
H 0.345 -1.077 -1.289
H -0.091 1.945 -1.960
H 1.368 0.973 -2.092
H -0.568 1.524 -4.128
H -0.595 -0.261 -3.812
H 1.040 0.155 -5.561
H 1.774 1.534 -4.718
H 2.925 0.178 -3.425
H 1.880 -1.019 -3.339
H -1.913 2.224 -0.824
H -2.974 1.611 0.434
H -1.587 4.561 -0.158
H 1.410 -1.380 1.860
H 2.830 -0.513 2.472
H 2.656 -0.895 0.692
H 1.444 2.810 -0.288
H 2.889 1.774 -0.204
H 2.619 2.935 1.101

54
Properties=species:S:1:pos:R:3 method="wB97M-V/def2-TZVPD" multiplicity=4 orbital_gap_ev="6.67 / 7.87" de_lowest_kcal_mol=7.90 e_lumo_ev="-4.37 / -3.27" total_charge=+1
Cr 0.084 0.071 -0.217
C 0.509 -3.823 -0.468
C -0.993 -3.946 -0.744
S -1.845 -2.365 -0.963
C -2.929 -2.324 0.496
C -2.944 -1.001 1.249
S -1.373 -0.310 1.808
C -0.545 -1.571 2.792
C 0.044 -2.804 2.104
S 1.017 -2.472 0.612
H 1.053 -3.621 -1.392
H 0.890 -4.762 -0.067
H -1.499 -4.494 0.048
H -1.136 -4.520 -1.659
H -2.641 -3.136 1.159
H -3.946 -2.528 0.160
H -3.585 -1.098 2.126
H -3.353 -0.203 0.626
H -1.247 -1.889 3.564
H 0.245 -1.005 3.287
H -0.730 -3.523 1.849
H 0.711 -3.286 2.818
C -3.749 -0.317 -3.164
O -3.776 0.861 -2.350
C -2.809 1.778 -2.648
C -3.116 2.850 -3.471
C -2.180 3.839 -3.757
C -0.922 3.757 -3.196
C -0.599 2.687 -2.361
C 0.678 2.693 -1.680
N 1.050 1.815 -0.828
N 2.246 2.130 -0.147
C 2.399 1.261 0.781
O 1.526 0.256 0.927
C 3.543 1.304 1.705
C 4.258 2.488 1.857
C 5.342 2.529 2.717
C 5.718 1.390 3.417
C 5.008 0.207 3.260
C 3.915 0.164 2.409
C -1.534 1.689 -2.095
O -1.222 0.662 -1.278
H -4.426 -0.196 -4.011
H -4.078 -1.156 -2.557
H -2.741 -0.514 -3.532
H -4.117 2.897 -3.882
H -2.443 4.664 -4.403
H -0.183 4.527 -3.379
H 1.345 3.538 -1.831
H 3.956 3.366 1.303
H 5.896 3.450 2.842
H 6.565 1.426 4.090
H 5.310 -0.682 3.798
H 3.355 -0.754 2.276

75
Properties=species:S:1:pos:R:3 method="wB97M-V/def2-TZVPD" orbital_gap_ev=3.61 e_lumo_ev=1.17 total_charge=-1
O -5.166 1.018 -1.828
C -5.982 0.854 -2.634
F -6.719 -0.328 -2.541
C -6.335 1.744 -3.808
C -6.925 3.135 -3.387
B -8.254 2.940 -2.576
O -8.412 3.267 -1.231
O -9.405 2.442 -3.241
P -5.726 4.042 -2.353
O -4.284 4.025 -3.249
O -6.262 5.648 -2.306
H -5.480 1.894 -4.480
H -7.134 1.245 -4.381
H -7.602 3.106 -0.729
H -9.253 1.563 -3.601
H -3.745 3.307 -2.893
H -5.747 6.185 -2.929
O -1.459 -0.333 0.533
P -1.627 -1.789 0.942
N -0.229 -2.386 0.138
C -0.119 -3.533 -0.737
C 1.059 -1.884 0.585
N -3.093 -2.048 0.061
C -3.084 -2.530 -1.305
C -4.072 -0.959 0.180
N -1.875 -3.314 1.749
C -0.891 -3.711 2.751
C -3.015 -4.208 1.648
H -0.609 -4.429 -0.342
H 0.925 -3.810 -0.901
H -0.519 -3.308 -1.728
H 1.484 -2.514 1.381
H 0.968 -0.870 0.981
H 1.779 -1.831 -0.235
H -2.506 -1.879 -1.976
H -4.103 -2.594 -1.694
H -2.695 -3.549 -1.365
H -3.842 -0.129 -0.483
H -4.098 -0.576 1.203
H -5.075 -1.320 -0.053
H -0.168 -4.421 2.331
H -1.356 -4.174 3.624
H -0.342 -2.844 3.123
H -2.936 -4.839 0.759
H -3.962 -3.675 1.623
H -3.076 -4.876 2.513
O 5.860 -0.594 -0.494
P 5.532 0.175 0.779
N 4.479 1.324 0.070
C 4.488 2.763 0.222
C 3.247 0.822 -0.529
N 7.147 0.773 1.020
C 7.576 2.042 0.473
C 8.190 -0.224 0.802
N 5.123 0.712 2.383
C 3.761 0.451 2.847
C 5.996 1.286 3.392
H 4.586 3.090 1.263
H 3.562 3.208 -0.146
H 5.284 3.215 -0.376
H 2.430 0.806 0.202
H 3.377 -0.195 -0.902
H 2.936 1.426 -1.384
H 7.453 2.091 -0.618
H 8.629 2.223 0.703
H 7.042 2.875 0.934
H 8.416 -0.358 -0.262
H 7.889 -1.193 1.205
H 9.108 0.068 1.320
H 3.134 1.343 2.739
H 3.737 0.143 3.894
H 3.304 -0.360 2.280
H 6.145 2.354 3.214
H 6.964 0.794 3.435
H 5.570 1.183 4.394

Here are the calculated F_max numbers, same order: 1.66 1.05 0.63 0.52 4.32 4.92 1.54 2.83 1.06 6.87 (eV/A).
Here are the calculated E_tot numbers, same order: -5707.558749 -344.337856 -288.664106 -340.695938 -954.671342 -603.874357 -1044.540836 -4667.684290 -3388.691662 -2600.726317 (a.u.).